Record 1
A structure of composition C41H39AuN6S4. Source: OMol25; level of theory: ωB97M-V/def2-TZVPD.

```
91
C41H39AuN6S4 | OMol25 | ωB97M-V/def2-TZVPD
Au 1.74081 2.38285 -2.08579
S -2.13670 5.32244 -2.08534
S 0.82634 1.30534 1.44273
S -0.38031 -0.85875 -2.15177
S -0.86949 -0.89826 0.58973
N -0.67000 -1.66398 -0.73766
N 0.14869 3.70447 -2.26415
N 3.48697 1.57891 -2.28955
N 0.29578 -0.27219 1.35461
N 0.27224 0.42164 -2.16404
N 1.26014 2.09113 0.31941
C -3.39016 -0.00912 1.26499
C 4.85948 1.89187 -0.33203
C 5.62139 0.43777 -2.23628
C -4.33478 -1.42945 -3.06928
C -2.12463 -0.01125 -3.99835
C 0.43391 -2.18704 -3.01678
C -1.04070 3.19817 1.79559
C -2.10436 -3.27951 1.11719
C -2.23454 -4.21481 3.32977
C -0.79054 4.39040 -2.22757
C 4.16350 0.80049 4.48994
C 3.72224 -0.31004 -0.76388
C -3.10618 -1.58010 -2.43807
C -1.94256 2.27427 4.27159
C -2.52291 3.39541 3.68089
C -3.35397 0.12648 -4.62557
C -2.52843 -4.28413 1.97306
C -2.12128 1.34240 -0.32141
C -2.24644 0.22285 0.50339
C -0.91845 1.60432 3.62099
C -0.48995 2.07332 2.38291
C 3.60153 -0.34841 3.95261
C 2.06519 0.99948 2.70418
C -2.07502 3.85598 2.45089
C -1.08144 -2.13237 2.99167
C -4.44214 0.88955 1.16969
C 3.67890 2.05227 4.12744
C 0.70262 -4.45866 -3.70235
C -1.50967 -3.14620 3.83730
C -2.00918 -0.87143 -2.91139
C -4.45682 -0.58014 -4.16122
C 0.02337 -3.51372 -2.95152
C 2.16586 -2.74259 -4.56190
C -4.34304 1.99575 0.33466
C 4.40997 0.89837 -1.41547
C 1.77231 -4.07208 -4.50483
C -3.18850 2.22417 -0.40252
C 2.63275 2.15699 3.22600
C -1.39259 -2.21226 1.64588
C 1.48995 -1.78385 -3.81537
C 2.54215 -0.25692 3.05453
H -5.16683 2.69685 0.26856
H 0.40325 -5.49815 -3.66167
H -1.20845 1.53180 -0.88087
H -0.44442 0.74391 4.07702
H 4.12495 2.94884 4.54005
H -0.50223 -1.29779 3.35872
H 2.99850 -2.44768 -5.18899
H 2.81440 0.00599 -0.24548
H 3.98889 -1.32145 4.22751
H 3.44823 -1.05134 -1.51523
H -5.33806 0.72339 1.75430
H -3.32482 3.91590 4.19105
H -3.09806 3.10379 -1.03118
H -0.66335 3.53143 0.83121
H -2.56302 -5.00599 3.99278
H 2.29932 -4.81530 -5.09079
H -5.19922 -1.96690 -2.69917
H 6.10405 1.29254 -2.71533
H 5.54013 1.38664 0.35808
H 1.76961 -0.73412 -3.82793
H -2.28736 1.92877 5.23891
H -3.45545 0.80326 -5.46520
H -3.46824 -0.86657 1.91743
H 6.34649 -0.05872 -1.58708
H -5.41815 -0.45914 -4.64625
H 3.99464 2.26567 0.21925
H -1.26889 -3.10137 4.89177
H 5.31224 -0.26435 -3.01560
H 2.26219 3.12775 2.91267
H 2.10547 -1.14280 2.61652
H -2.52612 4.72937 1.99458
H -2.30228 -3.32904 0.05635
H -0.80620 -3.79988 -2.31716
H -3.00779 -2.22780 -1.57895
H 4.98780 0.72276 5.18863
H -3.08216 -5.12568 1.57752
H -1.26470 0.57131 -4.31143
H 4.40555 -0.77586 -0.04819
H 5.37880 2.74016 -0.78394
```

Summary:
- F_max: 0.5 eV/Å
- Relative energy (zero: lowest compared OMol25 entry of this formula, charge and spin): 0.000 eV
- E_LUMO (alpha / beta): -0.06 / -0.35 eV
- HOMO-LUMO gap (alpha / beta): 7.14 / 6.84 eV
- Spin multiplicity: 3



Record 2
A structure of composition C43H85Br2I2N2O32S at a distorted geometry. Source: OMol25; level of theory: ωB97M-V/def2-TZVPD.

```
167
C43H85Br2I2N2O32S | OMol25 | ωB97M-V/def2-TZVPD
I -3.60537 0.01086 -2.31746
I -4.34784 -0.41497 4.25911
Br -1.56926 -2.27679 3.85630
Br -0.54621 1.77759 1.01834
S -4.69282 -4.03003 3.50008
O -10.70922 -1.60363 -5.86476
O -3.61015 5.52281 -5.70763
O 2.36869 2.87849 -4.70612
O 3.05045 1.49594 -6.27071
O 5.37967 -1.19693 -11.78800
O 1.05718 3.79999 5.38259
O 8.00567 0.79680 3.14556
O -9.16764 -3.24712 7.75009
O -9.95233 -0.59067 -4.06887
O 5.72937 -3.25762 -11.11311
O 0.25922 5.93425 5.08812
O -0.98391 4.24816 4.42788
O 3.04527 -3.26703 2.97521
O 11.42857 -3.65519 2.99649
O -2.14615 0.01095 2.42200
O 12.50353 -5.04920 1.52014
O -1.40550 4.98302 -5.35194
O 4.69351 5.12718 2.67655
O 4.73834 -1.77937 -9.66012
O 7.57388 2.95034 3.14260
O -10.15867 -1.76887 9.20308
O 4.58522 2.91001 -5.30976
O 3.85978 -5.05532 1.99400
O -8.93151 -2.53439 -4.74584
O 4.64835 6.83345 1.13865
O -2.22001 6.77131 -4.37072
O 10.37438 -4.26126 1.16740
O 9.30090 2.17831 4.44641
O -7.50074 -1.82471 -0.77203
O -9.51734 -1.18643 7.07521
O 6.22307 6.69812 2.80608
O 1.65513 -4.51553 1.63831
N -0.21797 -1.23771 0.48932
N -2.46585 -2.18414 0.45938
C 1.45786 6.43224 5.67933
C 6.80161 7.90674 2.31735
C 0.19833 4.58129 5.00468
C -6.32147 -1.63758 1.43163
C 8.38658 1.99398 3.65841
C 4.89641 0.12206 -11.54091
C -7.25790 -4.31843 4.66256
C 1.95583 -2.38298 3.23179
C -1.71386 -0.73584 -1.47976
C -7.24330 -2.64194 0.46040
C -1.69661 -0.93657 0.14555
C 5.13838 6.27627 2.10834
C 5.23217 -2.05043 -10.74342
C 4.09248 0.96978 -7.09022
C 7.86025 4.27145 3.59750
C -9.03501 -0.52327 -2.97877
C 2.64174 3.91148 -3.76129
C 3.45037 2.47263 -5.41788
C -2.52265 5.73725 -5.19553
C -9.77817 -1.66481 -4.87957
C -2.05331 0.38957 1.03087
C -10.00060 0.13256 7.32229
C 3.68902 -6.18788 1.14402
C -0.54310 0.18966 -2.12416
C -1.57626 3.85045 -6.20192
C -1.00506 1.73833 -2.50233
C -2.89663 -1.18733 2.74001
C 5.64036 -4.26250 -10.10486
C -10.64542 -2.67870 -6.79986
C 2.74263 -4.30109 2.15041
C -3.93656 -3.61585 1.86608
C 8.77883 -0.31071 3.60378
C -4.85665 -1.41815 0.78579
C -9.66485 -2.03993 8.11978
C 11.53416 -4.38913 1.86003
C 3.54713 4.56423 2.04159
C -3.30945 7.65536 -4.11415
C -6.35770 -4.87588 3.36771
C -9.25666 -4.25200 8.75834
C 10.34165 -4.98552 -0.06086
C 12.58461 -3.69584 3.83091
C -1.18729 2.84478 4.27457
C -3.55772 -2.04957 1.54720
H 5.44441 0.58538 -10.71411
H -11.43424 -2.52829 -7.54217
H 0.09742 -2.10954 0.00516
H -2.32614 3.16776 -5.78937
H -4.12868 7.12490 -3.61810
H -9.26601 0.37361 -2.39763
H 1.39872 7.52409 5.69502
H -8.12608 -5.08116 4.87294
H -2.97711 1.01468 0.60451
H 7.73175 4.34255 4.68239
H -3.65459 8.12227 -5.04228
H -1.63242 2.26445 -1.66676
H -1.57140 -1.82561 -1.94795
H -6.89697 -0.59163 1.35837
H -8.00634 -0.44118 -3.34439
H -1.48192 1.82596 -3.58642
H 12.78105 -4.71850 4.16877
H -9.45260 0.59589 8.14910
H 8.87254 4.56939 3.30582
H -1.19512 2.34707 5.24965
H 13.45391 -3.28632 3.30634
H -0.62126 3.32071 -6.25505
H -2.95466 8.44347 -3.44416
H 9.36938 -4.81134 -0.53017
H -0.25178 -0.30431 -3.17157
H 3.77133 4.30085 1.00286
H 3.36381 3.56915 -3.01296
H -7.65526 -3.25098 4.35811
H 2.33063 6.14336 5.08486
H -4.72679 -3.92561 1.02497
H 8.38731 -1.21516 3.13033
H -0.42035 2.41239 3.62387
H 3.00445 4.81180 -4.26770
H 11.12118 -4.62747 -0.74108
H -9.68121 -2.68271 -7.31834
H 4.87259 0.50978 -6.47508
H -6.89623 -2.15109 -1.51711
H -8.67882 -3.96404 9.64249
H -2.16252 2.69407 3.80372
H 2.31062 -1.59486 3.90178
H 2.69921 5.25484 2.09294
H 1.13660 -2.91343 3.72784
H 3.66026 0.19689 -7.73187
H 0.01634 2.35260 -2.57311
H -9.14677 -1.39486 -2.32576
H -6.66171 -3.58575 0.09180
H 1.61069 -1.91607 2.30365
H 3.27862 3.64977 2.57783
H 2.93914 -6.87057 1.55657
H -2.85831 -2.66213 -0.40766
H 5.06496 0.71806 -12.44194
H -4.89235 -1.91198 -0.30182
H 10.44837 -6.05977 0.12128
H 4.64402 -6.71762 1.09089
H 6.08383 8.73106 2.37961
H -4.73747 -0.25111 0.56371
H 7.66026 8.14999 2.94903
H 0.45205 0.28463 -1.52723
H -0.08277 -1.30008 1.52039
H -6.17823 -6.04205 3.54662
H -8.83041 -5.17460 8.35462
H -1.76168 -2.88937 0.83493
H 1.55573 6.07807 6.71061
H 12.38925 -3.07504 4.70950
H -10.82159 -3.63652 -6.29973
H 4.51310 1.75244 -7.72981
H 1.70713 4.15747 -3.24995
H -9.83206 0.72856 6.42126
H -3.04097 -4.38219 1.70960
H -6.38139 -1.93347 2.55717
H -10.30189 -4.44255 9.02245
H 8.68718 -0.42285 4.68896
H -8.28681 -2.86821 0.94970
H 6.06661 -5.18510 -10.50859
H 7.15051 4.95402 3.12183
H -1.85220 4.16514 -7.21356
H 3.41308 -5.87320 0.13238
H 9.82788 -0.19608 3.31233
H -11.07561 0.11741 7.52893
H 3.82140 0.10691 -11.33427
H 6.21820 -3.97455 -9.22071
H -6.88030 -4.66551 2.34254
H 7.15602 7.77707 1.28965
H 4.59512 -4.45305 -9.84075
H -6.57156 -4.21986 5.63217
```

Summary:
- F_max: 4.5 eV/Å
- Total charge: +1
- E_LUMO: -3.49 eV
- HOMO-LUMO gap: 7.98 eV



Record order is preserved below.
M: 941.040, 1587.818 g/mol